Entry 1:
Formula: C39H46P2Pt
Source: the Open Molecules 2025 dataset
Level of theory: ωB97M-V/def2-TZVPD

As for the HOMO-LUMO gap (spin up / spin down): 4.57 / 4.66 eV. The calculation puts the energy relative to the best compared isomer or geometry (same formula, charge and spin) at 411.9 kJ/mol. The spin multiplicity is 5. Its net charge is +2. Its lowest unoccupied orbital energy (spin up / spin down) is -0.229 / -0.345 hartree.

Element x y z (Å)
Pt -0.942140 0.824401 -0.462182
C -2.156048 0.803124 -2.227220
C -1.722310 -0.659768 -2.425074
C -0.599209 -0.784941 -3.467355
C 0.597348 0.106243 -3.207917
C 0.684422 0.852247 -1.902136
C 0.211909 2.173862 -1.530883
C -0.717698 2.968328 -2.366264
C -1.716291 1.989621 -3.049293
C 2.095116 0.375759 1.659116
H -3.268319 0.789068 -2.327889
H -2.587969 -1.317695 -2.662319
H -0.972935 -0.544535 -4.478100
H -0.211721 -1.820803 -3.471216
H 1.493853 -0.550993 -3.244867
H 0.793481 0.782783 -4.043479
H 1.814423 0.603765 -1.716589
H 0.855054 2.818490 -0.902788
H -0.174729 3.586716 -3.113631
H -1.274214 3.715901 -1.766221
H -2.572901 2.650701 -3.236890
H -1.323476 1.663147 -4.021303
H 1.235517 0.944677 1.188552
H 2.821876 0.818953 2.309260
H 1.609930 -0.422088 2.187472
P -1.139685 -1.411226 -0.782319
P 2.736265 -0.441221 0.187492
C 0.427712 -2.161503 -0.929484
C 1.729522 -1.694719 -0.767349
C -2.269409 -2.600305 -0.112945
C -2.976451 -3.459275 -0.972788
C -3.622251 -4.568206 -0.429570
C -3.626978 -4.720613 0.973359
C -2.972735 -3.836425 1.836204
C -2.237661 -2.785323 1.296967
C -3.195424 0.481638 -0.169159
C -3.085097 1.841751 -0.120468
C -4.190928 2.656319 0.057398
C -5.406600 1.973408 0.231434
C -5.510752 0.575698 0.260733
C -4.354794 -0.256420 0.056113
C 3.976437 -1.440885 0.922903
C 3.508331 -2.664457 1.447235
C 4.427131 -3.479731 2.092492
C 5.748353 -3.017540 2.157928
C 6.200151 -1.797021 1.636020
C 5.288770 -0.977935 0.993116
C 3.597954 1.072094 -0.549579
C 3.307766 2.381230 -0.098203
C 3.839763 3.498559 -0.743740
C 4.714741 3.343858 -1.817630
C 5.050844 2.067473 -2.230573
C 4.504533 0.933122 -1.633094
H 0.216780 -3.230101 -1.096234
H 2.374183 -2.554074 -1.064542
H -2.979811 -3.283433 -2.059061
H -4.125192 -5.278419 -1.092974
H -4.190411 -5.552288 1.407574
H -3.037442 -3.904842 2.929831
H -1.666645 -2.129431 1.945427
H -2.053411 2.335035 -0.223010
H -4.045301 3.754926 0.034720
H -6.291379 2.599583 0.368018
H -6.473916 0.102996 0.471071
H -4.437291 -1.340460 0.094419
H 2.458532 -2.966342 1.330577
H 4.087889 -4.432053 2.521890
H 6.485989 -3.641648 2.676308
H 7.236948 -1.434086 1.710405
H 5.572418 -0.003180 0.551280
H 2.668414 2.584999 0.770609
H 3.564545 4.500345 -0.427225
H 5.071152 4.202901 -2.364204
H 5.747492 1.954412 -3.067217
H 4.783965 -0.052728 -2.020807
C -2.690885 1.919428 3.159805
C -1.233102 1.483144 2.881644
C -0.583872 1.093986 4.243368
C -1.132863 0.372177 1.805192
H -3.328280 1.114978 3.573020
H -3.160390 2.311826 2.253199
H -2.700887 2.710854 3.926277
H -0.670507 2.313530 2.423600
H -1.100004 0.260197 4.763181
H 0.475718 0.829897 4.118767
H -0.615152 1.955662 4.924084
H -0.526406 -0.436602 2.237348
H -2.143332 -0.040468 1.780406

Atomic forces in eV per Å
1.022 -0.785 3.196
-1.544 -2.121 -1.935
-0.383 -0.518 -1.715
-0.576 -0.705 -0.522
0.721 -0.306 -0.533
2.934 0.697 -0.068
1.511 0.377 -0.392
-0.658 -0.019 -0.804
0.318 1.852 -0.479
-2.820 -0.791 -1.781
0.796 0.093 0.699
0.332 0.655 -0.333
-0.181 -0.351 0.450
-0.536 0.344 -0.156
-0.575 0.356 0.186
-0.327 0.278 0.054
-2.660 1.061 0.998
-0.115 -0.756 -0.093
-0.114 -0.474 0.272
0.272 -0.450 -0.139
-0.100 -0.653 -0.296
-0.140 -0.001 0.224
0.977 0.316 1.354
0.397 0.636 -0.181
-0.270 -0.411 0.563
1.945 -0.304 -0.682
0.563 0.390 -0.345
-1.361 0.205 0.613
1.208 -0.563 0.202
0.108 -0.368 0.534
0.241 0.010 0.170
0.032 0.294 0.620
-0.482 -0.429 -0.253
0.055 0.441 -0.124
-0.485 -0.475 -0.998
0.306 -1.113 0.318
-0.623 3.112 0.297
-0.306 -0.232 0.178
-0.021 1.478 -0.055
1.393 -1.260 0.031
-1.347 1.608 -0.178
-0.131 -0.604 -0.607
0.608 0.177 0.003
-0.041 0.466 -0.180
0.960 -0.512 0.652
0.015 -0.012 0.096
-0.181 -0.041 -0.009
0.049 -0.305 -0.922
-0.146 -0.117 0.187
0.206 -0.206 -0.160
-0.653 -0.143 0.288
0.408 -0.458 -0.483
-0.486 0.052 0.388
0.902 0.250 -0.151
0.310 1.112 0.598
0.008 -0.178 0.578
0.130 0.236 0.432
0.249 0.259 -0.192
0.004 -0.349 -0.581
-0.112 -0.124 -0.220
-1.841 0.471 0.261
-0.562 -0.853 0.164
0.067 -0.437 -0.070
0.327 0.200 -0.040
0.140 0.335 -0.149
0.542 0.190 0.097
0.503 0.462 -0.162
-0.301 0.199 -0.246
-0.510 -0.638 0.152
-0.150 -0.833 0.421
0.235 -0.312 -0.493
0.037 -0.183 0.129
0.185 0.090 0.088
-0.267 -0.070 0.326
-0.188 0.310 0.210
0.198 0.228 0.067
0.120 0.278 -0.145
0.228 -0.011 -0.317
-1.358 -0.353 2.663
0.464 0.076 -0.332
-0.022 -0.052 0.363
0.032 -0.140 -0.362
-0.151 0.301 0.703
0.165 0.372 -0.519
-0.253 -0.044 0.050
-0.040 -0.184 -0.214
0.493 0.202 -1.013
0.304 -0.223 -0.247


Entry 2:
Formula: C39H47BrNOPtSSi
Source: the Open Molecules 2025 dataset
Level of theory: ωB97M-V/def2-TZVPD

As for the HOMO-LUMO gap (spin up / spin down): 7.47 / 6.44 eV. The spin multiplicity is 3. Its net charge is +1. Its lowest unoccupied orbital energy (spin up / spin down) is -0.101 / -0.162 hartree.

Element x y z (Å)
Pt 1.023358 -2.444192 -0.565325
C 5.224968 -2.168882 -1.391626
C 5.766723 -2.095592 -0.114697
C 4.935536 -2.149455 0.992008
C 3.559028 -2.276021 0.819818
C 3.011363 -2.351648 -0.464416
C 3.851275 -2.295298 -1.569256
C 2.603756 -2.329700 1.940804
C 2.983012 -2.157746 3.295147
C 2.032368 -2.189997 4.263788
C 0.675655 -2.410525 3.924408
C -0.354551 -2.481054 4.891017
C -1.642209 -2.721752 4.509687
C -1.948520 -2.902556 3.142905
C -0.975599 -2.833291 2.186041
C 0.359839 -2.583142 2.566395
N 1.340300 -2.531610 1.609506
H 5.873713 -2.130525 -2.256666
H 6.835078 -2.000061 0.018039
H 5.371959 -2.096815 1.980123
H 3.442762 -2.353386 -2.570037
H 4.018775 -1.993253 3.546829
H 2.304121 -2.051562 5.302676
H -0.102180 -2.346920 5.934852
H -2.428434 -2.780078 5.249071
H -2.971654 -3.109415 2.853797
H -1.205615 -2.965096 1.138352
C -1.570613 2.970418 -1.725225
C -0.830118 3.137039 -0.391944
C -1.666360 2.378607 0.651523
C -0.831585 4.633756 -0.019732
Si 0.977517 2.539543 -0.502666
Br 0.749834 0.204862 -0.447401
C 1.847504 2.837500 -2.174094
C 3.335385 2.463854 -2.111866
C 1.258768 2.016214 -3.332760
C 1.740602 4.333747 -2.535077
C 2.039636 2.869818 1.046074
C 1.208868 2.758710 2.332430
C 2.609663 4.301241 0.964529
C 3.212429 1.888923 1.209957
H -2.611117 3.274474 -1.577557
H -1.578837 1.932401 -2.060477
H -1.164070 3.589554 -2.521415
H -2.664560 2.828511 0.671135
H -1.264469 2.433060 1.659685
H -1.786293 1.327648 0.388304
H -1.862782 4.997990 -0.045982
H -0.255044 5.249277 -0.709554
H -0.454074 4.811215 0.985347
H 3.484497 1.417700 -1.838536
H 3.904673 3.085595 -1.425206
H 3.765169 2.607286 -3.107269
H 1.397611 0.946770 -3.179660
H 1.794714 2.290514 -4.245860
H 0.203876 2.198999 -3.509194
H 2.140599 4.990180 -1.762447
H 0.717780 4.642055 -2.741871
H 2.321381 4.514695 -3.443950
H 0.429995 3.515168 2.404597
H 1.878060 2.903462 3.185281
H 0.748226 1.775050 2.439368
H 1.838836 5.063375 0.848939
H 3.324336 4.421018 0.153174
H 3.140259 4.518766 1.895815
H 2.868999 0.864194 1.355304
H 3.769800 2.181474 2.104677
H 3.909512 1.893122 0.378109
O -1.087933 -2.607814 -1.064745
S -2.210813 -2.421848 -2.058184
C -3.303319 -3.788646 -1.738861
C -4.512673 -3.829072 -2.420760
C -5.365154 -4.896440 -2.202559
C -5.003397 -5.908125 -1.319246
C -3.785910 -5.858203 -0.660148
C -2.918218 -4.791788 -0.868058
C -3.195763 -1.084471 -1.461100
C -3.512892 -0.970326 -0.110999
C -4.309263 0.083645 0.293422
C -4.790482 0.996607 -0.643155
C -4.460665 0.874522 -1.982020
C -3.641962 -0.169946 -2.399681
H -4.791564 -3.037138 -3.104416
H -6.312363 -4.939992 -2.721350
H -5.673489 -6.739212 -1.152657
H -3.503283 -6.651746 0.017575
H -1.958916 -4.745450 -0.372998
H -3.141525 -1.694913 0.598857
H -4.567613 0.193793 1.338255
H -5.424025 1.811963 -0.321509
H -4.831370 1.589017 -2.703608
H -3.360802 -0.272598 -3.439770

Atomic forces in eV per Å
0.107 -0.165 -0.507
-0.036 -0.008 -0.008
-0.039 -0.003 -0.009
0.017 0.008 -0.038
0.002 0.018 0.086
0.108 -0.049 -0.092
0.091 -0.002 0.110
0.146 0.008 -0.042
-0.046 -0.025 -0.060
-0.022 0.009 0.031
0.010 -0.018 0.175
0.041 0.028 -0.043
-0.025 -0.009 -0.086
-0.054 -0.007 0.080
0.039 0.034 0.076
0.054 -0.069 -0.244
-0.109 0.173 0.341
0.028 0.004 -0.008
0.025 0.001 -0.001
0.005 -0.002 0.016
0.007 0.012 -0.013
0.018 0.008 -0.015
-0.019 -0.003 0.025
0.017 0.003 0.017
-0.016 -0.008 0.008
-0.009 0.005 -0.003
0.000 -0.006 -0.027
0.017 0.024 -0.009
-0.057 0.070 0.033
0.028 0.019 0.017
-0.068 -0.030 -0.010
0.179 -0.213 -0.046
-0.355 0.220 0.062
0.004 0.111 -0.058
0.012 -0.022 0.006
0.010 0.015 0.018
0.059 -0.052 -0.042
0.042 0.113 0.033
0.011 0.002 0.028
0.006 -0.035 0.083
-0.008 0.005 0.018
-0.010 0.006 -0.016
0.013 -0.042 0.007
0.063 0.045 -0.045
0.005 -0.011 0.012
0.027 0.011 0.013
0.033 0.012 -0.019
-0.009 0.008 -0.001
0.041 0.005 -0.066
0.019 0.001 0.050
-0.012 -0.035 0.017
0.017 0.047 0.060
0.015 -0.003 -0.003
0.011 -0.038 0.027
-0.003 -0.004 -0.014
-0.108 0.037 0.018
0.029 0.006 0.060
-0.084 -0.001 -0.006
0.001 0.009 -0.008
-0.024 0.026 -0.011
-0.003 0.001 0.020
0.003 -0.042 -0.010
-0.058 0.007 -0.002
0.044 -0.019 -0.063
0.009 0.008 0.008
-0.025 -0.014 0.002
0.021 -0.006 0.010
0.022 0.010 -0.084
-0.273 -0.245 0.366
0.418 0.028 -0.389
-0.097 0.008 0.074
-0.008 -0.047 0.036
0.000 -0.015 0.015
0.015 0.050 -0.032
0.026 0.013 0.017
-0.062 -0.032 -0.033
-0.102 0.074 0.124
-0.065 0.048 -0.143
-0.058 -0.023 -0.001
0.007 -0.031 -0.011
0.010 -0.052 -0.001
-0.090 0.063 0.062
0.002 0.026 -0.014
-0.021 -0.008 -0.008
-0.018 -0.034 0.007
0.009 -0.016 0.013
0.013 0.011 0.018
0.038 -0.046 0.056
0.005 0.007 0.006
-0.015 0.013 0.025
0.000 0.025 -0.010
0.010 -0.006 -0.034


- Look up the net charge of the second one.
  +1


- Number 1 is which compound?
  C39H46P2Pt


- What is the formula in the first record?
  C39H46P2Pt